# 1
{
  "formula": "C5H8N",
  "method": "the ωB97M-V functional and the def2-TZVPD basis",
  "e_homo_ha": -0.5030,
  "e_tot_ev": -6793.802,
  "gap_ev": 9.29,
  "de_lowest_kj_mol": 413.5,
  "charge": 1,
  "e_lumo_ev": -4.39,
  "elements": ["N", "C", "C", "C", "C", "C", "H", "H", "H", "H", "H", "H", "H", "H"],
  "xyz": [[-0.5612, 0.4708, 0.3899], [1.9774, -0.7716, -0.2934], [-1.5377, -0.5905, 0.0825], [0.1728, 1.1204, -0.6815], [1.4326, 0.5105, -0.1788], [2.4280, 0.0508, 0.7316], [-2.5030, -0.1746, -0.2669], [-0.7853, 1.0217, 1.1949], [2.0261, -1.6803, -0.7614], [-0.0483, 2.1599, -0.4629], [-0.0804, 0.9144, -1.7051], [-1.5956, -1.2713, 0.8632], [3.1203, 0.1472, 1.4951], [-1.1373, -1.1621, -0.8199]],
  "atomic_forces_ev_per_a": [[-0.9, -1.8, -0.5], [1.0, 4.1, 3.1], [1.1, 1.0, -3.2], [-0.5, 1.7, 2.2], [0.4, -1.9, 0.4], [-2.6, -1.2, -4.6], [0.3, -0.3, 0.5], [0.0, 0.5, 0.0], [0.1, -2.0, -1.1], [1.1, 0.5, -0.6], [-0.1, -0.5, -0.2], [-0.5, -1.1, 1.5], [1.0, 0.5, 1.5], [-0.4, 0.6, 1.1]]
}

# 2
{
  "formula": "C15H27IN2O5PPdS",
  "method": "the ωB97M-V functional and the def2-TZVPD basis",
  "e_homo_ha": -0.2023,
  "e_tot_ev": -60921.373,
  "gap_ev": 8.00,
  "de_lowest_kj_mol": 12.0,
  "charge": -1,
  "e_lumo_ev": 2.50,
  "elements": ["I", "Pd", "S", "P", "O", "O", "O", "O", "O", "N", "N", "C", "C", "C", "C", "C", "C", "C", "C", "C", "C", "C", "C", "C", "C", "C", "H", "H", "H", "H", "H", "H", "H", "H", "H", "H", "H", "H", "H", "H", "H", "H", "H", "H", "H", "H", "H", "H", "H", "H", "H", "H", "H"],
  "xyz": [[2.3050, -2.2956, -1.4817], [1.3076, -0.0491, -0.5675], [2.3605, 2.2848, 0.0177], [-0.6768, -0.2719, -1.5263], [2.5059, 1.8658, 6.0548], [2.6427, 3.1523, 1.1491], [2.5755, 2.8930, -1.2703], [0.8721, 1.8239, 0.1139], [3.0684, 0.9540, 0.1524], [1.4822, -0.7986, 2.2559], [2.2076, 2.9051, 4.0665], [-2.8578, -2.1412, -1.9109], [-2.0937, 0.4669, 0.7716], [2.7584, -0.6346, 4.7227], [-1.8126, 0.9000, -0.6695], [-1.3800, -1.9839, -1.5434], [2.2151, 0.4977, 4.1356], [-1.6580, -0.0804, -4.2203], [1.5749, 0.3614, 2.9067], [2.3414, 1.8128, 4.8435], [-3.0875, 1.3127, -1.4031], [0.7990, 0.2488, -3.8739], [-0.5878, 0.4121, -3.2475], [-1.1232, -2.6960, -0.2076], [2.0546, -1.8630, 2.8078], [2.6915, -1.8350, 4.0424], [-0.7379, 1.4821, -3.0623], [-3.4952, -1.7322, -1.1265], [-1.2962, -3.7676, -0.3365], [-0.7602, -2.4773, -2.2995], [-1.5600, 0.4643, -5.1622], [3.2432, -0.5416, 5.6861], [-3.1329, -1.6752, -2.8534], [-1.1616, 1.7769, -0.6105], [-1.8068, -2.3391, 0.5620], [1.9955, -2.7821, 2.2334], [-2.6753, 0.0630, -3.8565], [1.0685, -0.8025, -3.9800], [1.5685, 0.7301, -3.2736], [2.3197, 2.8682, 3.0535], [-3.6118, 2.0587, -0.8001], [-1.1868, 0.1216, 1.2714], [-3.0887, -3.2072, -1.9859], [3.1313, -2.7367, 4.4475], [-1.5178, -1.1408, -4.4425], [1.1356, 1.2161, 2.4050], [-2.4861, 1.3160, 1.3358], [0.7956, 0.7074, -4.8671], [-3.7734, 0.4806, -1.5634], [-0.1034, -2.5556, 0.1434], [-2.8396, -0.3292, 0.8126], [2.3645, 3.7886, 4.5201], [-2.8739, 1.7716, -2.3694]],
  "atomic_forces_ev_per_a": [[0.0, 0.0, 0.0], [0.1, 0.0, 0.0], [-0.1, 0.0, 0.2], [-0.1, -0.2, 0.1], [0.1, 0.0, 0.1], [0.0, -0.1, 0.2], [0.1, 0.2, -0.2], [0.2, 0.0, 0.0], [-0.1, 0.1, -0.1], [0.0, 0.1, 0.1], [0.1, 0.1, -0.2], [0.0, 0.0, 0.0], [0.0, 0.0, -0.1], [0.1, 0.0, 0.0], [0.0, 0.0, 0.0], [0.0, 0.0, 0.0], [0.0, 0.0, -0.1], [0.0, 0.0, 0.0], [0.1, -0.1, 0.0], [-0.3, 0.0, 0.0], [0.0, 0.0, 0.0], [0.0, 0.0, 0.0], [0.0, 0.0, 0.0], [0.0, 0.0, 0.0], [-0.1, 0.0, 0.0], [0.0, -0.1, -0.1], [0.0, 0.0, 0.0], [0.0, 0.0, 0.0], [0.0, 0.0, 0.0], [0.0, 0.0, 0.0], [0.0, 0.0, 0.0], [0.0, 0.0, 0.0], [0.0, 0.0, 0.0], [0.0, 0.0, 0.0], [0.0, 0.0, 0.0], [0.0, 0.0, 0.0], [0.0, 0.0, 0.0], [0.0, 0.0, 0.0], [0.0, 0.0, 0.0], [0.0, 0.1, -0.1], [0.0, 0.0, 0.0], [0.0, 0.0, 0.0], [0.0, 0.0, 0.0], [0.0, 0.0, 0.0], [0.0, 0.0, 0.0], [-0.1, 0.0, 0.0], [0.0, 0.0, 0.0], [0.0, 0.0, 0.0], [0.0, 0.0, 0.0], [0.0, 0.0, 0.0], [0.0, 0.0, 0.0], [0.0, 0.0, 0.0], [0.0, 0.0, 0.0]]
}

# 3
{
  "formula": "C5H10ClN5O",
  "method": "the ωB97M-V functional and the def2-TZVPD basis",
  "e_homo_ha": [-0.5658, -0.6667],
  "e_tot_ev": -27345.851,
  "gap_ev": [7.54, 6.31],
  "charge": 2,
  "spin_multiplicity": 3,
  "e_lumo_ev": [-7.85, -11.83],
  "s2": 2.011,
  "elements": ["Cl", "O", "N", "N", "N", "N", "N", "C", "C", "C", "C", "C", "H", "H", "H", "H", "H", "H", "H", "H", "H", "H"],
  "xyz": [[3.7719, 0.4014, 0.6404], [0.8060, 0.5693, -1.8774], [1.4576, -1.6043, 0.3657], [1.1611, 0.9549, 0.6337], [-0.6043, -0.5060, 0.3637], [-0.6010, -2.7783, 0.3398], [-0.9512, 1.7913, 0.2586], [2.1737, 0.2965, 0.0019], [-2.4147, 1.8592, -0.0393], [-0.1633, 0.7831, 0.3504], [0.1628, -1.7018, 0.2588], [1.8279, 0.1164, -1.4723], [-2.8653, 2.8890, 0.1817], [-0.1668, -3.7448, 0.1217], [-2.9960, 1.2737, 0.7731], [2.1874, -2.3099, 0.2730], [-0.6099, 2.7378, 0.2467], [-2.7265, 1.4104, -0.9746], [-1.6048, -2.8306, 0.2830], [2.4534, -0.2725, -2.2290], [1.2562, 1.2833, 1.5973], [-1.5542, -0.6180, -0.0969]],
  "atomic_forces_ev_per_a": [[-1.4, -0.4, -0.7], [-4.5, 1.5, -1.8], [-0.7, 0.3, -0.3], [0.4, 1.9, 1.8], [-2.3, 0.6, -2.3], [1.2, -3.6, -1.3], [-2.0, 1.4, -0.8], [-0.2, -0.7, -2.5], [-2.1, -0.7, 3.1], [0.0, -2.2, 0.5], [1.5, 0.2, 1.8], [4.5, 0.1, 3.9], [1.3, -1.2, -0.9], [-0.8, 2.3, 0.7], [1.1, 0.5, -1.1], [-0.9, -0.4, 0.1], [1.1, 0.0, 0.1], [0.4, 0.4, -0.4], [-0.2, 0.5, 0.1], [1.6, -0.8, -0.7], [0.8, 0.1, -0.4], [1.4, 0.1, 1.0]]
}

# 4
{
  "formula": "C5H7N",
  "method": "the ωB97M-V functional and the def2-TZVPD basis",
  "e_homo_ha": -0.2855,
  "e_tot_ev": -6785.068,
  "gap_ev": 8.74,
  "de_lowest_kj_mol": 332.3,
  "charge": 0,
  "e_lumo_ev": 0.97,
  "elements": ["N", "C", "C", "C", "C", "C", "H", "H", "H", "H", "H", "H", "H"],
  "xyz": [[-0.4703, 1.3185, 1.5625], [-1.0289, 0.9386, -0.2754], [-0.1324, -0.0536, -0.5874], [-0.0401, -1.0264, -1.7711], [0.8663, -0.1344, 0.3985], [0.5755, 0.5220, 1.5750], [-0.1961, -2.0514, -1.3978], [-0.7611, -0.8539, -2.5737], [0.9711, -1.0092, -2.2050], [1.7952, -0.6399, 0.2285], [1.1410, 0.2977, 2.4751], [-2.0288, 1.0213, 0.0512], [-0.6915, 1.6706, 2.5197]],
  "atomic_forces_ev_per_a": [[0.1, -0.9, -1.2], [0.7, 0.0, 2.5], [0.0, 0.6, 0.5], [-0.2, 0.3, 0.1], [0.5, -0.4, 0.2], [0.4, -0.4, -0.3], [0.0, 0.4, 0.0], [0.1, 0.2, 0.2], [-0.3, 0.2, 0.2], [0.2, -0.5, 0.0], [0.1, 0.5, 0.1], [-1.1, 0.0, -0.7], [-0.5, 0.1, -1.6]]
}